Record 1
5 unconnected molecules or ions with the total composition C27H24F5N2O4S in a non-equilibrium geometry, computed with the ωB97M-V functional and the def2-TZVPD basis.

Its net charge is -1. The spin multiplicity is 1. The value obtained for the HOMO-LUMO gap is 7.9 eV. The value obtained for the HOMO energy is -5.5 eV. As for the LUMO energy: 2.4 eV. The energy above the lowest of the compared OMol25 structures with the same formula, charge and spin is 0.00 kJ/mol.

XYZ file:
```
63
Properties=species:S:1:pos:R:3:forces:R:3
N -1.97701 1.82897 -1.07265 -0.3 0.1 -0.3
C -2.41289 1.04748 -0.17873 0.7 0.0 -0.7
C -2.07723 -0.43794 -0.20373 -0.9 0.1 0.5
N -1.51691 -1.01264 1.03350 0.5 1.9 0.1
C -2.53327 -1.10179 2.14398 -1.8 -0.4 2.0
O -3.18084 -0.09772 2.47965 0.7 1.1 -1.2
O -2.65168 -2.21267 2.61992 0.6 -1.5 -0.1
S -0.07880 -0.34997 1.48262 1.4 -1.9 -1.2
O 0.82655 -1.41779 1.74491 -0.1 -0.4 1.2
O 0.43897 0.54755 0.50881 -0.8 1.2 0.0
F -0.24569 0.36840 2.87037 -0.5 0.1 -0.6
H -1.40261 1.31116 -1.73974 0.1 0.1 0.0
H -3.02706 1.50159 0.59416 0.0 -0.6 0.2
H -3.02528 -0.96748 -0.36025 0.1 -0.1 0.2
H -1.44581 -0.71626 -1.04910 0.2 0.4 0.1
F 2.87672 -4.13708 -1.21899 -0.1 0.0 0.1
C 3.35415 -4.29052 0.03953 0.2 -0.1 0.5
C 2.88082 -3.47218 1.04410 -0.2 0.2 -0.3
C 3.36997 -3.63777 2.32951 0.2 -0.2 0.0
C 4.32949 -4.60864 2.59112 0.0 0.0 0.1
C 4.79715 -5.41950 1.56601 -0.1 0.1 0.1
C 4.30321 -5.26493 0.27868 0.1 -0.2 -0.3
H 2.13940 -2.71510 0.82446 0.0 -0.1 0.1
H 3.00060 -3.00712 3.12679 -0.1 0.0 -0.1
H 4.71217 -4.73243 3.59633 0.0 0.0 0.0
H 5.54723 -6.17327 1.76802 0.0 0.0 0.0
H 4.64834 -5.89250 -0.53390 0.0 0.0 0.0
F 6.73561 -3.61715 -6.34804 0.0 0.0 0.0
C 5.91624 -4.43130 -5.65045 -0.2 -0.2 0.2
C 5.27327 -3.94252 -4.53072 0.1 0.2 0.0
C 4.42730 -4.78020 -3.81728 0.1 -0.1 -0.1
C 4.24553 -6.09456 -4.22822 0.0 -0.1 0.0
C 4.90381 -6.57044 -5.35391 0.0 0.1 0.1
C 5.74226 -5.73297 -6.07552 0.1 -0.1 -0.2
H 5.43507 -2.91756 -4.22347 0.0 0.0 0.0
H 3.91148 -4.41000 -2.94341 0.1 0.0 -0.1
H 3.58845 -6.74769 -3.66836 0.0 0.0 0.0
H 4.76467 -7.59567 -5.67133 0.0 0.0 0.0
H 6.25794 -6.08238 -6.96058 0.0 0.0 0.0
F 0.17134 4.24457 -1.75420 0.1 0.0 -0.1
C -0.40390 5.22203 -1.03257 -0.2 0.2 0.2
C -1.67780 5.03551 -0.53065 -0.3 -0.2 0.0
C -2.26010 6.04962 0.21598 0.2 0.2 -0.1
C -1.57137 7.23524 0.44311 -0.1 0.1 0.1
C -0.29479 7.40610 -0.07289 -0.1 -0.1 0.0
C 0.29772 6.39191 -0.81210 0.2 0.0 -0.1
H -2.20020 4.10730 -0.72349 0.1 -0.1 0.0
H -3.25421 5.91345 0.62157 0.0 -0.1 0.0
H -2.03135 8.02540 1.02345 0.0 0.0 0.0
H 0.24166 8.33030 0.09991 0.0 0.0 0.0
H 1.29594 6.50281 -1.21575 0.0 0.0 0.0
F -4.47076 3.54496 0.81599 0.0 0.0 0.0
C -5.20064 3.58454 1.94948 -0.2 0.0 0.3
C -6.37762 4.30727 1.96327 -0.1 0.1 -0.2
C -7.13148 4.34520 3.12746 0.1 -0.1 0.1
C -6.69478 3.67108 4.25960 0.0 0.0 0.1
C -5.50557 2.95352 4.22709 -0.2 0.1 -0.1
C -4.75369 2.90370 3.06376 0.4 -0.2 0.0
H -6.69609 4.83196 1.07152 0.0 0.0 0.0
H -8.05976 4.90135 3.15077 0.0 0.0 0.0
H -7.28254 3.70486 5.16828 0.0 0.0 0.0
H -5.16221 2.43050 5.10925 0.0 0.0 0.0
H -3.82910 2.33943 3.01709 -0.1 -0.1 0.0
```
Positions in Å, forces in eV/Å.

=====

Record 2
2 unconnected molecules or ions with the total composition C27H24F6N5 in a non-equilibrium geometry, computed with the ωB97M-V functional and the def2-TZVPD basis.

Its net charge is +1. The spin multiplicity is 1. The value obtained for the HOMO-LUMO gap is 5.6 eV. The value obtained for the HOMO energy is -10.5 eV. As for the LUMO energy: -4.9 eV.

XYZ file:
```
62
Properties=species:S:1:pos:R:3:forces:R:3
C 4.15239 3.15741 2.60584 -0.4 0.8 0.3
N 4.16537 2.02509 1.71189 0.1 -0.6 0.0
C 5.47256 1.64874 1.18055 -0.4 -0.4 0.5
C 5.61024 2.20340 -0.20301 -0.2 1.1 -1.7
F 6.76505 1.87709 -0.84323 -1.2 0.3 0.9
F 4.56500 1.78434 -0.99381 1.1 0.4 0.5
F 5.53015 3.57764 -0.13604 0.2 -1.3 -0.3
C 3.01671 1.36565 1.39569 0.0 0.1 -0.3
C 3.04397 0.03631 0.88006 -0.3 -0.2 -0.1
C 1.86779 -0.62437 0.60525 0.3 0.1 0.3
C 0.60077 0.03101 0.69750 0.3 -0.1 -0.1
C -0.59635 -0.68525 0.47326 0.0 0.8 0.7
C -1.86124 -0.09102 0.21783 -0.3 0.0 0.0
C -3.03931 -0.74904 0.67955 -0.1 0.2 -0.2
C -4.28055 -0.18375 0.51223 0.3 0.0 0.0
C -4.43397 0.98389 -0.27877 0.3 0.0 0.1
N -5.67624 1.49044 -0.52656 -0.5 -0.7 0.3
C -6.00133 2.10154 -1.78977 0.3 0.7 -0.8
C -6.74721 1.40788 0.45770 0.2 -0.3 -0.2
C -6.58843 2.57540 1.39240 0.6 1.7 0.8
F -7.46610 2.61814 2.43177 0.9 -0.2 -1.3
F -5.31329 2.57735 1.92474 -1.3 0.0 -0.3
F -6.70911 3.74583 0.67408 0.0 -1.0 0.9
C -3.27764 1.61380 -0.82192 0.1 -0.3 0.1
C -2.02166 1.13439 -0.50061 -0.1 -0.2 -0.1
C 0.59124 1.38098 1.16170 0.4 0.0 0.1
C 1.75183 2.00566 1.56496 -0.1 -0.1 0.0
H 3.46911 2.96022 3.44275 0.2 0.1 -0.2
H 5.16185 3.29710 3.00833 -0.4 0.1 -0.1
H 3.82922 4.08454 2.10264 0.2 -0.2 0.2
H 6.23142 2.12904 1.80603 0.0 -0.5 -0.2
H 5.58816 0.55992 1.15033 0.3 0.3 0.1
H 4.00673 -0.46566 0.75868 -0.6 0.0 0.0
H 1.90068 -1.67404 0.30434 0.0 0.3 0.0
H -0.57871 -1.75817 0.67043 0.1 0.3 -0.1
H -2.94587 -1.69733 1.20569 0.0 0.2 -0.1
H -5.16923 -0.66008 0.91990 0.4 0.0 -0.1
H -5.55730 1.52978 -2.61963 -0.1 0.2 0.3
H -7.08981 2.09666 -1.92711 0.4 0.1 0.0
H -5.63758 3.14256 -1.85417 -0.3 -0.3 0.0
H -7.70841 1.50482 -0.06774 0.3 -0.3 0.4
H -6.68188 0.49453 1.05525 -0.3 0.2 -0.2
H -3.40661 2.49380 -1.45655 0.2 -0.3 0.3
H -1.12491 1.66913 -0.83222 -0.4 -0.3 -0.1
H -0.35999 1.90209 1.25379 0.3 -0.1 0.1
H 1.70800 3.00898 1.99386 0.0 -0.4 -0.2
C 0.02128 -2.56110 -1.72638 -0.3 0.5 -0.9
N 0.04006 -1.63284 -2.68894 -2.6 1.8 -0.6
N -0.26412 -0.77392 -3.40684 1.6 -2.7 2.2
C 1.12664 -3.46077 -1.59573 1.4 -0.8 0.3
C 1.01384 -4.67057 -0.85402 -0.1 0.8 -0.3
C 2.10663 -5.51594 -0.70881 0.1 0.0 0.0
C 3.34335 -5.17641 -1.28695 -0.4 0.2 0.1
C 4.49040 -6.02589 -1.11335 2.0 -1.5 0.3
N 5.43696 -6.70272 -0.97573 -2.2 1.5 -0.3
C 3.46349 -3.98190 -2.00975 0.2 0.0 -0.1
C 2.37992 -3.13345 -2.16333 -0.3 -0.1 0.2
H -0.90368 -2.73777 -1.15840 0.3 0.4 -0.9
H 0.04262 -4.90361 -0.39787 0.5 -0.1 -0.2
H 2.02444 -6.45174 -0.14769 0.0 0.4 -0.2
H 4.42449 -3.71212 -2.45390 -0.3 -0.1 0.2
H 2.49815 -2.18567 -2.70020 0.0 -0.4 0.1
```
Positions in Å, forces in eV/Å.

=====

Record 3
A molecular structure, C27H25AsAuN2O10P2, computed with the ωB97M-V functional and the def2-TZVPD basis.

Its net charge is +1. The spin multiplicity is 1. The value obtained for the HOMO-LUMO gap is 7.6 eV. The value obtained for the HOMO energy is -11.9 eV. As for the LUMO energy: -4.3 eV. The energy above the lowest of the compared OMol25 structures with the same formula, charge and spin is 0.00 kJ/mol.

XYZ file:
```
68
Properties=species:S:1:pos:R:3:forces:R:3
Au -0.99914 -0.29846 0.60915 0.3 0.4 -0.1
N -5.86395 -0.98474 0.11868 -0.1 0.0 0.0
C -4.44748 -0.45924 0.18181 0.0 0.0 0.0
C -4.37404 0.76794 -0.72458 0.0 0.0 0.0
P -3.42459 -1.81569 -0.54189 0.0 0.0 0.0
O -3.05094 -2.79072 0.67200 0.0 -0.1 0.0
O -4.29584 -2.47060 -1.54156 0.0 0.0 0.0
O -2.11248 -1.14716 -0.95658 0.0 0.1 0.1
P -4.11781 0.03732 1.93083 -0.1 0.0 0.0
O -4.78220 -1.27862 2.62305 0.0 -0.1 0.1
O -4.91005 1.24147 2.23331 0.0 0.0 0.0
O -2.62191 0.01422 2.13313 0.2 -0.1 -0.2
H -5.91951 -1.59274 -0.71796 0.0 0.0 0.0
H -6.53226 -0.21481 0.07197 0.0 0.0 0.0
H -6.05533 -1.52989 0.96624 0.0 0.0 0.0
H -4.59981 0.50723 -1.76032 0.0 0.0 0.0
H -3.37146 1.18963 -0.70170 0.0 0.0 0.0
H -5.06244 1.53292 -0.36295 0.0 0.0 0.0
H -3.42261 -3.67430 0.55268 0.0 0.0 0.0
H -5.05615 -1.11917 3.53531 0.0 0.1 -0.1
O 0.40278 0.64662 -4.12333 0.1 0.1 -0.2
C 0.68321 0.15513 -3.07781 -0.3 -0.1 0.3
O 0.41363 0.89451 -1.94190 0.0 -0.1 0.2
C 1.30201 -1.19563 -2.93041 0.0 0.2 0.0
C 2.18582 -1.60781 -3.92388 0.1 0.0 0.0
C 2.83628 -2.82763 -3.82048 0.0 0.0 0.0
C 2.60454 -3.65191 -2.72922 0.0 0.0 0.0
C 1.70829 -3.22245 -1.76882 0.0 -0.1 0.0
C 1.03593 -2.02198 -1.85416 0.1 0.0 -0.1
N 1.47811 -4.05351 -0.57662 0.1 0.1 0.1
O 1.84279 -5.20377 -0.60723 0.0 0.0 0.0
O 0.95943 -3.50700 0.38579 0.0 0.0 0.0
H 2.36284 -0.95989 -4.77186 0.0 0.0 0.0
H 3.52982 -3.13754 -4.58917 0.0 0.0 0.0
H 3.10027 -4.60496 -2.61757 0.0 0.0 0.0
H 0.29653 -1.77077 -1.11336 -0.1 0.0 0.1
C 5.55341 0.07064 -0.92040 0.0 0.0 0.0
C 4.83206 0.86786 -1.79961 0.0 0.0 0.0
C 3.47663 1.06861 -1.60305 -0.1 0.0 -0.1
C 2.85138 0.46491 -0.51500 0.1 0.1 0.3
C 3.57157 -0.31447 0.38165 0.0 -0.1 0.0
C 4.92636 -0.52098 0.16563 0.0 0.0 0.0
As 1.00796 0.86807 -0.23049 -0.2 -0.3 -0.4
C 0.58607 2.67499 0.16476 0.0 0.0 0.0
C 0.48507 3.68228 -0.77762 0.0 0.0 0.0
C 0.09239 4.94516 -0.35073 0.0 0.0 0.1
C -0.21355 5.16340 0.98639 0.0 0.0 0.0
C -0.13039 4.13544 1.91849 0.0 0.0 0.0
C 0.27389 2.87392 1.51093 0.0 0.0 0.0
C 0.42813 1.69900 2.40542 0.1 0.1 -0.1
C 0.53174 1.76328 3.78324 0.0 0.1 0.0
C 0.78363 0.61173 4.52089 0.0 0.0 0.0
C 0.98654 -0.61747 3.90899 0.0 -0.1 -0.1
C 0.91019 -0.71189 2.52838 0.1 0.1 0.1
C 0.61097 0.44229 1.79089 -0.3 -0.2 0.1
H 6.61192 -0.08262 -1.08000 0.0 0.0 0.0
H 5.32559 1.33610 -2.64012 0.0 0.0 0.0
H 2.91936 1.69277 -2.29210 0.0 0.0 0.0
H 3.09172 -0.76321 1.24021 0.0 0.0 0.0
H 5.49107 -1.13722 0.85159 0.0 0.0 0.0
H 0.69207 3.49130 -1.82240 0.0 0.0 0.0
H 0.01613 5.75424 -1.06345 0.0 0.0 0.0
H -0.53502 6.14472 1.30712 0.0 0.0 0.0
H -0.40409 4.31951 2.94815 0.0 0.0 0.0
H 0.42730 2.71128 4.29284 0.0 0.0 0.0
H 0.83795 0.68296 5.59905 0.0 0.0 0.0
H 1.19105 -1.49838 4.50091 0.0 0.0 0.0
H 1.04863 -1.66424 2.02882 0.0 0.0 0.0
```
Positions in Å, forces in eV/Å.